Computed, not measured: a cluster of 2 separate species, C5H7BClF2O7S in total at a distorted geometry, with ωB97M-V/def2-TZVPD.

Output
gap between HOMO and LUMO = 9.114 eV
E_LUMO = 2.1 eV
E_HOMO = -6.99 eV

ORCA input file:
```
! RIJCOSX wB97M-V def2-TZVPD def2/J DEFGRID3
* xyz -1 1
C 0.4699 -1.4437 1.5762
C 0.3862 0.1794 1.7653
C -1.1183 0.8201 1.7544
Cl -0.9923 2.5070 0.9126
O -2.1317 0.0560 1.0151
S -3.1281 -0.6049 2.2783
O -2.7829 -2.1410 2.3649
O -4.7776 -0.4046 1.7856
H 1.3648 -1.6434 0.8116
H -0.4715 -1.9488 1.1015
H 0.7920 -2.0313 2.5643
H 0.8377 0.4108 2.8465
H 1.1343 0.7270 1.0142
H -1.5353 0.9902 2.8407
H -4.8347 -0.4479 0.7688
B 1.1437 0.3618 -3.7392
O 1.5485 -0.6104 -2.7181
C 2.3697 0.0243 -1.8706
O 2.8893 -0.5003 -0.8990
C 2.5335 1.3914 -2.2842
O 3.2170 2.2346 -1.7265
O 1.8156 1.6188 -3.3925
F -0.2996 0.5421 -3.7145
F 1.5697 -0.0874 -5.0554
*
```